No. 1
Formula: C30H47ClIrP2
Source: the Open Molecules 2025 dataset
Level of theory: ωB97M-V/def2-TZVPD

XYZ file:
```
81
Properties=species:S:1:pos:R:3:mulliken_charge:R:1
Ir 0.06 0.09 1.28 1.20
C -2.11 -1.26 2.68 -0.20
C -1.77 -2.52 2.16 1.97
C 0.27 -1.44 2.63 1.19
C -0.89 -0.52 3.02 1.30
C -0.37 -2.66 2.12 -0.77
C -3.46 -0.83 3.08 -2.24
H -4.18 -0.93 2.26 0.42
H -3.45 0.23 3.39 0.36
H -3.84 -1.42 3.93 0.43
C -0.82 0.31 4.25 -1.02
H -1.61 1.06 4.24 0.45
H 0.14 0.84 4.29 -0.08
H -0.91 -0.31 5.16 0.27
C 1.48 -1.55 3.49 -1.46
H 1.28 -2.17 4.37 0.37
H 1.80 -0.56 3.84 0.34
H 2.30 -1.99 2.92 0.35
C 0.36 -3.91 1.86 -1.91
H 0.36 -4.56 2.75 0.39
H 1.41 -3.69 1.61 0.36
H -0.08 -4.49 1.04 0.42
C -2.73 -3.61 1.83 -2.05
H -2.71 -4.39 2.61 0.37
H -2.49 -4.09 0.88 0.40
H -3.76 -3.22 1.78 0.43
C -0.74 1.78 0.13 -0.52
C -1.86 0.97 0.41 -1.20
C -2.49 0.02 -0.55 -1.24
C -1.49 -0.86 -1.33 0.20
C -0.19 -1.13 -0.63 -0.77
C 0.98 -0.33 -0.62 -0.37
C 1.14 0.97 -1.37 -0.62
C -0.09 1.87 -1.23 0.33
H -3.14 0.54 -1.27 0.58
H -1.34 -0.45 -2.35 -1.37
H -3.15 -0.66 0.02 0.28
H -0.86 1.63 -2.00 -0.62
H -0.61 2.66 0.76 0.67
H -2.50 1.27 1.25 0.61
H 0.22 2.91 -1.40 0.55
H 2.00 1.50 -0.96 0.51
H 1.92 -0.88 -0.41 0.80
H 1.37 0.77 -2.43 -0.09
H -1.98 -1.84 -1.49 0.82
H -0.06 -2.18 -0.35 1.00
P -0.81 1.06 -4.12 1.19
C -0.97 2.85 -4.53 -1.37
C -1.99 0.36 -5.33 -1.13
P 1.53 -0.87 -4.63 0.43
C 0.81 0.81 -4.96 -1.57
C 0.80 -1.79 -6.07 -1.15
C 3.12 -0.49 -5.50 -1.16
H -0.10 3.39 -4.13 0.37
H -1.88 3.26 -4.08 0.43
H -1.01 2.97 -5.63 0.44
H -1.89 0.86 -6.30 0.44
H -3.01 0.52 -4.94 0.41
H -1.85 -0.73 -5.45 0.28
H 2.94 -0.21 -6.55 0.36
H 3.77 -1.37 -5.46 0.41
H 3.61 0.35 -4.98 0.35
H 1.52 1.56 -4.59 0.69
H 0.66 0.96 -6.05 0.74
H 1.32 -2.76 -6.14 0.42
H 0.96 -1.25 -7.02 0.37
H -0.26 -1.99 -5.93 0.29
Cl -0.16 3.57 2.97 -0.21
C 1.22 2.90 3.74 0.78
C 1.54 3.37 5.02 -0.46
C 2.65 2.85 5.69 -0.64
C 3.44 1.87 5.08 -0.78
C 3.11 1.39 3.81 -0.27
C 1.98 1.88 3.12 -1.08
C 1.64 1.35 1.75 -0.78
H 0.92 4.13 5.48 0.46
H 2.90 3.20 6.69 0.41
H 4.33 1.47 5.58 0.42
H 3.72 0.62 3.34 0.47
H 2.49 0.74 1.40 0.89
H 1.55 2.20 1.06 0.71
```

* multiplicity: 6
* relative energy (zero: lowest compared OMol25 entry of this formula, charge and spin): 0.0 kcal per mole
* expectation value of S²: 8.7644
* calculated total energy: -2417.7599 Eh
* total charge: +2

=====

No. 2
Formula: C30H47GeNO4S2Si4Ti
Source: the Open Molecules 2025 dataset
Level of theory: ωB97M-V/def2-TZVPD

XYZ file:
```
90
Properties=species:S:1:pos:R:3:mulliken_charge:R:1
Ti 0.94 -0.33 -0.45 -0.27
O 2.96 0.54 -2.42 -0.80
C 2.08 0.24 -3.22 0.32
N 0.81 -0.15 -2.81 0.34
S -0.26 -0.16 -3.96 0.89
O -1.10 0.96 -3.82 -0.66
O -1.00 -1.40 -4.15 -0.71
C 0.97 0.03 -5.32 0.24
C 0.80 0.04 -6.70 -0.52
C 1.90 0.35 -7.50 -0.55
C 3.11 0.62 -6.87 -0.53
C 3.27 0.53 -5.52 -0.43
C 2.17 0.30 -4.72 -0.02
H -0.17 -0.15 -7.20 0.36
H 1.75 0.34 -8.53 0.46
H 3.98 0.85 -7.44 0.39
H 4.20 0.71 -5.02 0.52
C -2.30 -4.11 -1.27 -1.12
Si -1.93 -3.58 0.55 0.55
C -0.50 -4.67 1.00 -0.91
C -3.51 -4.18 1.56 -1.20
Ge -1.51 -1.26 0.69 -0.16
Si -1.22 -1.00 3.06 -0.01
C -0.15 -2.35 3.92 -0.94
C -0.58 0.79 3.50 -0.83
C -2.77 -1.06 4.15 -1.08
Si -3.59 -0.23 0.41 1.07
C -5.10 -1.21 1.17 -1.29
C -3.61 1.47 1.20 -0.59
C -3.72 -0.04 -1.46 -0.86
H -2.16 -5.22 -1.43 0.32
H -1.66 -3.57 -1.97 0.23
H -3.34 -3.91 -1.46 0.30
H -0.86 -5.69 0.70 0.31
H -0.31 -4.68 2.09 0.26
H 0.39 -4.51 0.42 0.21
H -3.52 -5.26 1.44 0.41
H -4.46 -3.77 1.16 0.22
H -3.47 -3.90 2.61 0.24
H 0.90 -2.33 3.50 0.09
H -0.57 -3.33 3.83 0.34
H -0.11 -2.07 5.04 0.23
H 0.44 1.02 3.31 0.19
H -0.70 0.97 4.61 0.32
H -1.16 1.53 2.95 0.16
H -3.05 -2.13 4.05 0.19
H -3.57 -0.33 3.98 0.30
H -2.48 -0.99 5.21 0.37
H -4.74 -1.60 2.11 0.27
H -5.52 -1.98 0.55 0.38
H -5.91 -0.44 1.37 0.30
H -3.34 1.28 2.26 0.04
H -4.57 1.94 1.17 0.47
H -2.89 2.13 0.70 -0.16
H -3.92 -0.95 -2.01 0.30
H -2.84 0.42 -1.92 -0.09
H -4.62 0.58 -1.58 0.38
C 4.40 3.35 2.22 -0.42
C 4.01 3.16 0.91 -1.05
C 3.47 1.97 0.47 0.11
C 3.30 0.88 1.37 0.10
C 2.62 -0.34 1.02 0.36
C 2.87 -1.41 1.84 -0.30
C 3.51 -1.28 3.11 -0.28
C 3.97 -0.07 3.56 -1.10
C 3.85 1.04 2.70 1.38
C 4.39 2.30 3.10 -0.94
H 4.79 4.34 2.45 0.33
H 4.15 4.02 0.26 0.28
H 3.14 1.78 -0.54 0.37
H 2.45 -2.42 1.65 0.37
H 3.75 -2.17 3.68 0.43
H 4.48 0.01 4.53 0.26
H 4.58 2.41 4.17 0.29
C -1.40 3.45 -1.11 -1.13
Si 0.43 3.23 -0.56 0.99
C 0.57 4.27 0.98 -1.16
C 1.56 3.93 -1.85 -1.15
O 0.66 1.62 -0.39 -0.48
H -1.37 4.08 -1.97 0.54
H -1.85 4.00 -0.28 0.37
H -1.82 2.46 -1.19 -0.30
H 0.58 5.25 0.56 0.44
H 1.52 3.98 1.46 0.12
H -0.28 4.23 1.66 0.35
H 1.46 5.01 -2.01 0.49
H 1.50 3.42 -2.82 0.26
H 2.58 3.81 -1.49 0.22
S 2.49 -3.20 -1.98 -0.42
C 1.73 -2.20 -1.03 0.41
```

* multiplicity: 3
* relative energy (zero: lowest compared OMol25 entry of this formula, charge and spin): 58.4 kcal per mole
* expectation value of S²: 2.0126
* calculated total energy: -6407.9669 Eh
* total charge: -2

=====

No. 3
Formula: C30H47N2OOsP2
Source: the Open Molecules 2025 dataset
Level of theory: ωB97M-V/def2-TZVPD

XYZ file:
```
83
Properties=species:S:1:pos:R:3:mulliken_charge:R:1
Os 0.17 -0.01 0.11 1.83
C 0.34 -2.18 4.69 -1.64
C 0.06 -1.03 3.73 0.94
C -1.42 -0.64 3.73 -1.26
P 0.55 -1.42 1.97 0.10
C 2.38 -1.73 1.88 0.03
C 3.03 -0.34 1.92 -1.39
C 2.70 -2.45 0.58 -1.20
C -0.34 -2.90 1.38 -0.15
C -0.26 -4.14 1.98 -0.78
C -1.02 -5.20 1.49 -0.95
C -1.87 -4.99 0.41 -1.06
C -1.93 -3.77 -0.23 -0.76
C -1.16 -2.69 0.24 0.66
N -1.06 -1.48 -0.40 0.10
C -1.89 -1.03 -1.41 -0.03
C -3.28 -1.25 -1.44 -0.22
C -4.03 -0.74 -2.49 -0.86
C -3.44 0.01 -3.50 -0.82
C -2.08 0.25 -3.48 -0.54
C -1.29 -0.26 -2.46 -0.43
P 0.53 -0.11 -2.31 0.55
C 1.17 -1.61 -3.25 0.51
C 0.82 -1.51 -4.73 -1.45
C 0.63 -2.90 -2.66 -1.33
C 1.14 1.37 -3.27 0.69
C 2.66 1.35 -3.34 -1.60
C 0.65 2.66 -2.62 -1.73
H 0.13 -1.83 5.70 0.48
H 1.37 -2.51 4.67 0.40
H -0.31 -3.03 4.50 0.42
H 0.67 -0.17 4.01 0.59
H -2.05 -1.48 3.42 0.31
H -1.61 0.20 3.07 0.17
H -1.72 -0.36 4.74 0.50
H 2.72 -2.33 2.73 0.85
H 2.70 0.25 1.05 0.16
H 4.12 -0.42 1.88 0.49
H 2.77 0.20 2.83 0.36
H 2.35 -1.85 -0.27 0.01
H 2.23 -3.43 0.54 0.29
H 3.77 -2.60 0.48 0.58
H 0.40 -4.30 2.82 0.71
H -0.95 -6.18 1.95 0.53
H -2.47 -5.81 0.04 0.48
H -2.53 -3.66 -1.12 0.62
H -3.75 -1.78 -0.64 0.74
H -5.10 -0.91 -2.50 0.51
H -4.05 0.39 -4.31 0.54
H -1.63 0.84 -4.27 0.51
H 2.26 -1.59 -3.12 0.66
H -0.25 -1.42 -4.88 0.35
H 1.14 -2.43 -5.22 0.48
H 1.33 -0.69 -5.23 0.35
H -0.44 -2.98 -2.81 0.35
H 0.85 -3.00 -1.60 0.01
H 1.09 -3.74 -3.18 0.59
H 0.71 1.27 -4.28 0.59
H 3.09 1.39 -2.34 0.33
H 3.02 2.22 -3.89 0.46
H 3.05 0.47 -3.85 0.43
H 1.24 2.87 -1.74 0.40
H -0.41 2.60 -2.36 0.25
H 0.79 3.49 -3.31 0.58
O 0.63 1.99 0.64 -1.04
C -0.07 3.02 0.55 0.26
C -1.54 3.05 0.85 -0.79
C -1.62 3.78 2.22 -0.44
C -0.97 5.18 2.33 -1.13
C 0.57 5.21 2.47 -0.44
C 1.38 4.87 1.19 -0.73
N 0.45 4.23 0.29 0.06
H -1.95 2.04 0.94 0.24
H -2.10 3.61 0.10 0.45
H -1.18 3.15 2.99 0.15
H -2.68 3.88 2.45 0.54
H -1.36 5.62 3.25 0.42
H -1.31 5.84 1.53 0.38
H 0.84 4.50 3.26 0.27
H 0.87 6.20 2.80 0.42
H 2.21 4.19 1.41 0.23
H 1.77 5.77 0.71 0.50
H -0.25 4.92 0.02 0.38
```

* multiplicity: 1
* calculated total energy: -2128.5004 Eh
* total charge: +3

=====

No. 4
Formula: C30H48AgFN5O3Si2Te
Source: the Open Molecules 2025 dataset
Level of theory: ωB97M-V/def2-TZVPD

XYZ file:
```
91
Properties=species:S:1:pos:R:3:mulliken_charge:R:1
Ag 3.02 0.38 1.16 1.07
F -0.59 1.95 -4.55 -0.38
C -0.99 2.34 -3.29 0.67
C -0.10 2.13 -2.27 -1.01
C -0.51 2.42 -0.97 0.79
C 0.38 2.09 0.13 1.30
O 1.47 1.57 -0.16 -1.07
C -0.05 2.48 1.44 -0.23
C -1.26 3.06 1.58 -0.43
N -2.15 3.32 0.54 0.26
C -3.41 3.96 0.82 -0.27
C -4.63 3.20 0.49 -0.37
C -4.27 3.43 1.93 -0.95
C -1.77 3.05 -0.74 -0.04
C -2.58 3.37 -1.85 -0.96
C -2.19 3.01 -3.11 -0.77
N -3.05 3.39 -4.20 0.30
C -2.40 3.74 -5.47 -0.55
C -3.48 4.51 -6.28 -0.91
N -4.69 3.67 -6.48 -0.14
C -5.26 3.23 -5.17 -0.83
C -4.16 2.50 -4.39 -0.44
C 0.67 2.20 2.78 0.11
O 0.11 2.63 3.79 -0.75
O 1.74 1.55 2.75 -0.68
H 0.85 1.64 -2.42 0.58
H -1.54 3.33 2.61 0.60
H -3.37 5.03 0.69 0.34
H -4.53 2.18 0.15 0.24
H -5.52 3.73 0.13 0.28
H -3.89 2.58 2.48 0.31
H -4.88 4.11 2.48 0.29
H -3.49 3.98 -1.70 0.62
H -1.98 2.87 -6.01 0.40
H -1.58 4.39 -5.24 0.45
H -3.14 4.75 -7.28 0.45
H -3.77 5.44 -5.81 0.35
H -4.44 2.84 -7.04 0.41
H -5.42 4.18 -6.99 0.36
H -6.16 2.65 -5.38 0.40
H -5.51 4.12 -4.65 0.39
H -3.82 1.59 -4.90 0.28
H -4.52 2.19 -3.38 0.43
C 2.08 -2.16 4.71 -0.70
Si 1.18 -3.64 4.04 0.09
C -0.68 -3.62 4.16 -1.08
C 1.79 -5.11 5.05 -1.14
C 1.66 -3.95 2.24 -0.92
Te 1.27 -2.17 1.11 -0.07
C 1.36 -3.03 -0.90 -1.04
Si -0.35 -3.61 -1.56 0.21
C -1.43 -2.09 -1.74 -0.94
C -0.11 -4.51 -3.24 -1.08
C -0.96 -4.84 -0.25 -0.88
H 2.02 -2.11 5.82 0.36
H 1.77 -1.19 4.33 0.30
H 3.14 -2.23 4.42 0.05
H -0.99 -3.69 5.20 0.34
H -1.15 -4.42 3.60 0.34
H -1.11 -2.68 3.84 0.36
H 1.47 -4.97 6.07 0.33
H 2.82 -5.29 4.97 0.38
H 1.28 -6.01 4.66 0.29
H 1.05 -4.75 1.84 0.39
H 2.72 -4.20 2.17 0.55
H 2.07 -3.88 -0.83 0.43
H 1.87 -2.27 -1.46 0.57
H -1.18 -1.47 -2.59 0.20
H -1.44 -1.48 -0.85 0.32
H -2.50 -2.34 -1.86 0.40
H 0.54 -3.95 -3.89 0.35
H -1.06 -4.58 -3.76 0.32
H 0.36 -5.47 -3.09 0.32
H -1.13 -4.31 0.70 0.15
H -0.15 -5.53 -0.12 0.30
H -1.87 -5.42 -0.48 0.41
C 6.23 -2.67 4.24 -0.92
C 6.09 -1.54 3.28 0.71
C 6.84 -0.39 3.06 -0.94
C 6.14 0.34 2.06 0.74
N 5.07 -0.37 1.67 -0.93
N 5.07 -1.49 2.42 0.43
C 6.51 1.63 1.43 -1.13
H 7.09 -3.31 4.02 0.34
H 5.35 -3.34 4.22 0.15
H 6.33 -2.27 5.29 0.26
H 7.75 -0.13 3.60 0.36
H 4.25 -2.08 2.39 0.25
H 6.70 1.49 0.37 0.29
H 7.46 1.99 1.91 0.29
H 5.66 2.32 1.52 0.30
```

* multiplicity: 1
* relative energy (zero: lowest compared OMol25 entry of this formula, charge and spin): 0.0 kcal per mole
* calculated total energy: -2765.0884 Eh
* total charge: +1

=====

No. 5
Formula: C30H48BLiN6S3Sb
Source: the Open Molecules 2025 dataset
Level of theory: ωB97M-V/def2-TZVPD

XYZ file:
```
90
Properties=species:S:1:pos:R:3:mulliken_charge:R:1
Li 0.36 1.95 -3.15 0.98
C 3.36 -2.71 -1.80 -1.51
C 3.02 -1.53 -0.84 0.62
C 3.57 -1.40 0.40 -0.57
C 3.18 -0.29 1.29 0.03
N 2.23 0.51 0.94 -0.85
N 1.54 0.23 -0.24 1.42
B 0.36 1.23 -0.56 -3.05
N 0.45 2.62 -0.15 1.30
N -0.06 2.55 1.11 -0.45
C -0.94 3.44 1.42 -0.60
C -0.97 4.65 0.73 -0.39
C -0.24 4.82 -0.46 0.52
C -0.73 5.85 -1.44 -1.96
C 0.56 3.74 -0.91 0.39
S 1.49 3.82 -2.41 -0.36
C -1.81 3.13 2.56 2.20
C -3.05 4.10 2.62 -2.02
C -2.38 1.70 2.40 -1.35
C -0.97 3.10 3.85 -1.74
N -0.98 0.59 -0.67 1.76
N -0.96 -0.64 0.02 -0.40
C -2.07 -1.21 0.34 0.20
C -3.33 -0.69 -0.10 -0.69
C -3.30 0.22 -1.13 -0.01
C -4.61 0.61 -1.82 -1.80
C -2.05 0.90 -1.41 0.90
S -1.90 2.16 -2.58 -0.47
C -2.02 -2.57 1.07 2.25
C -2.79 -2.48 2.41 -1.62
C -2.66 -3.61 0.20 -1.58
C -0.54 -2.94 1.28 -1.92
C 1.99 -0.62 -1.21 0.52
S 1.35 -0.46 -2.78 -0.47
C 4.10 0.05 2.49 1.92
C 5.50 0.37 1.95 -1.67
C 3.51 1.26 3.31 -1.61
C 4.31 -1.19 3.41 -1.75
H 4.23 -3.32 -1.44 0.38
H 3.67 -2.38 -2.80 0.40
H 2.51 -3.37 -1.85 0.17
H 4.29 -2.19 0.71 0.39
H -1.57 5.50 1.07 0.55
H -0.25 5.80 -2.39 0.48
H -0.50 6.81 -1.05 0.45
H -1.84 5.81 -1.58 0.36
H -3.43 4.27 1.58 0.47
H -2.79 5.04 3.08 0.43
H -3.85 3.65 3.19 0.39
H -2.98 1.68 1.50 0.28
H -3.05 1.50 3.25 0.59
H -1.54 0.96 2.35 0.06
H -0.58 4.07 4.05 0.46
H -0.19 2.37 3.79 0.32
H -1.61 2.90 4.69 0.43
H -4.29 -1.14 0.14 0.47
H -4.50 1.36 -2.54 0.49
H -5.28 1.04 -1.03 0.34
H -5.16 -0.23 -2.22 0.35
H -3.89 -2.36 2.24 0.35
H -2.41 -1.62 2.98 0.28
H -2.55 -3.36 3.08 0.42
H -3.77 -3.62 0.19 0.36
H -2.39 -4.63 0.65 0.43
H -2.26 -3.58 -0.86 0.16
H -0.02 -2.22 1.95 0.35
H 0.10 -2.85 0.40 0.24
H -0.35 -3.93 1.65 0.49
H 5.49 1.31 1.35 0.39
H 5.84 -0.42 1.27 0.40
H 6.21 0.51 2.76 0.43
H 3.81 2.24 2.98 0.37
H 3.74 1.18 4.36 0.39
H 2.42 1.26 3.22 0.27
H 4.90 -1.94 2.91 0.35
H 3.36 -1.56 3.75 0.41
H 4.85 -0.88 4.31 0.51
C 1.71 -3.11 -6.02 -1.17
Sb 0.71 -2.97 -4.13 0.53
C 0.26 -5.09 -3.55 -1.26
C -1.22 -2.08 -4.62 -1.11
H 1.19 -3.85 -6.67 0.35
H 2.77 -3.47 -5.82 0.32
H 1.73 -2.15 -6.58 0.33
H -0.12 -5.22 -2.51 0.31
H 1.16 -5.75 -3.60 0.35
H -0.51 -5.41 -4.27 0.41
H -1.93 -2.42 -3.84 0.24
H -1.55 -2.39 -5.63 0.42
H -1.11 -0.98 -4.62 0.27
```

* multiplicity: 1
* relative energy (zero: lowest compared OMol25 entry of this formula, charge and spin): 23.7 kcal per mole
* calculated total energy: -2967.4091 Eh
* total charge: +1

=====

Ordered maximum force results: 4.29, 2.80, 3.69, 2.26, 3.37; unit eV Å⁻¹.